4 unconnected molecules or ions with the total composition C27H54N4O6, computed with ωB97M-V/def2-TZVPD.

The value obtained for the LUMO energy (alpha / beta) is -11.0 / -12.3 eV. For the frontier orbital gap (alpha / beta), the calculation gives 7.58 / 6.33 eV. As for the spin multiplicity: 2. Its charge is +3. As for the total energy: -1730.0579 Eh. The value obtained for the maximum force is 9.8 eV/A.

```
91
C27H54N4O6 ωB97M-V/def2-TZVPD
N 0.48015 0.08773 2.25660
O 1.22677 0.81987 1.70109
O -0.04297 0.40097 3.33180
O 0.12545 -0.94055 1.73877
C -5.35820 -3.60708 0.54515
C -4.27750 -2.50320 0.48217
C -3.42740 -2.70752 -0.85123
C -2.59008 -1.41916 -1.17924
C -3.50233 -0.16853 -1.35483
C -4.37628 0.19464 -0.11908
N -4.97362 -1.16412 0.45846
O -6.13250 -1.03360 1.28529
C -5.33588 1.28019 -0.45819
C -3.38673 0.71217 0.95734
C -3.28581 -2.57087 1.65839
H -5.01048 -4.62979 0.39933
H -6.17198 -3.49432 -0.17119
H -5.68275 -3.61123 1.58570
H -4.20636 -2.79814 -1.60827
H -2.83932 -3.62366 -0.79682
H -2.13525 -1.60134 -2.15291
H -1.85784 -1.23724 -0.39258
H -4.17990 -0.34185 -2.19087
H -2.96215 0.70060 -1.73023
H -4.78159 2.05657 -0.98554
H -5.66529 1.85421 0.40789
H -6.16987 0.94179 -1.07304
H -3.88085 0.91708 1.90705
H -3.01413 1.70829 0.71859
H -2.57240 0.02796 1.19569
H -3.41493 -1.96777 2.55711
H -2.31131 -2.21496 1.32408
H -3.11168 -3.59420 1.99091
C 1.21127 -2.75860 -1.43539
C 2.59667 -3.12558 -1.96483
C 3.39023 -1.93788 -2.45972
C 3.90884 -0.98286 -1.39331
C 4.73628 -1.77112 -0.33346
C 4.08022 -3.07163 0.28056
N 3.39999 -3.83016 -0.88445
O 2.97640 -5.05463 -0.57551
C 3.01964 -2.65087 1.33759
C 5.11361 -3.99177 0.98439
C 2.53187 -3.97976 -3.23224
H 0.84772 -3.49114 -0.71475
H 0.47369 -2.74404 -2.23780
H 1.14442 -1.83122 -0.86654
H 2.74520 -1.53498 -3.24055
H 4.26050 -2.20110 -3.06091
H 3.11323 -0.50081 -0.82521
H 4.38455 -0.05338 -1.70612
H 5.03477 -1.11359 0.48304
H 5.54553 -2.02987 -1.01630
H 2.42223 -3.49096 1.69176
H 2.25935 -1.89511 1.14038
H 3.46674 -2.28149 2.26049
H 4.64159 -4.86604 1.43266
H 5.59361 -3.49792 1.82926
H 5.87174 -4.31969 0.27319
H 1.99871 -4.89186 -2.96408
H 3.49749 -4.27852 -3.64018
H 1.98528 -3.58532 -4.08884
C 0.70956 2.13330 -1.59965
C 0.50810 3.41994 -0.82823
C -0.92044 3.31479 -0.22305
C -1.13670 4.19353 1.03629
C -0.08722 3.89449 2.07348
C 1.34164 4.42800 1.60052
N 1.57871 3.72630 0.20180
O 2.86291 3.36342 -0.20324
C 2.33079 3.80542 2.70082
C 1.50078 5.94044 1.59187
C 0.39679 4.70816 -1.74719
H 0.89847 1.33643 -0.88034
H 1.51744 2.14616 -2.33128
H -0.09873 1.75887 -2.22779
H -1.04834 2.30663 0.17109
H -1.64670 3.46945 -1.02100
H -2.11587 3.98158 1.46573
H -1.24923 5.26105 0.84700
H 0.00970 2.81586 2.19700
H -0.41837 4.33720 3.01287
H 2.36251 2.72756 2.85996
H 2.26955 4.24156 3.69788
H 3.34150 4.06883 2.38907
H 2.54318 6.09628 1.31396
H 1.21500 6.44214 2.51638
H 0.85943 6.39331 0.83577
H 1.28009 4.76346 -2.38345
H 0.18237 5.56056 -1.10257
H -0.41354 4.65452 -2.47424
```

8 unconnected molecules or ions with the total composition C27H54N8O9, computed with ωB97M-V/def2-TZVPD.

The value obtained for the LUMO energy is -1.0 eV. Its SMILES is O=[N+]([O-])c1ccccc1.CN(C)C=O.CN(C)C=O.CN(C)C=O.CN(C)C=O.CN(C)C=O.CN(C)C=O.CN(C)C=O. For the frontier orbital gap, the calculation gives 7.38 eV. As for the relative energy (zero: lowest compared OMol25 entry of this formula, charge and spin): 243.3 kJ/mol. As for the total energy: -2176.2004 Eh. The value obtained for the maximum force is 2.9 eV/A.

```
98
C27H54N8O9 ωB97M-V/def2-TZVPD
O 0.01405 -0.29926 1.01833
N 0.77513 0.25064 0.23742
O 1.95496 0.13705 0.30431
C 0.18530 1.21499 -0.73195
C 0.90390 1.96979 -1.65424
C 0.18457 2.85323 -2.53106
C -1.16062 3.13204 -2.41782
C -1.88016 2.38264 -1.47685
C -1.22167 1.51657 -0.62358
H 1.95509 1.81177 -1.84513
H 0.69900 3.39741 -3.30928
H -1.63618 3.87240 -3.04399
H -2.93832 2.55071 -1.34097
H -1.81373 1.05132 0.15062
C 2.40431 1.02282 3.40388
N 2.65804 0.52794 4.73904
C 3.27079 -0.77282 4.94235
C 1.95735 1.04408 5.75975
O 1.86838 0.57371 6.88977
H 1.98425 2.02696 3.34625
H 1.77896 0.32100 2.85205
H 3.40704 0.89472 2.99616
H 2.61215 -1.39650 4.33793
H 4.32425 -0.86298 4.67742
H 3.10426 -1.31365 5.87395
H 1.27093 1.82878 5.40578
C -8.05762 1.44268 -0.55005
N -6.65309 1.73466 -0.63525
C -5.90084 1.94849 0.57056
C -6.08801 1.41412 -1.78370
O -4.88202 1.40240 -1.98260
H -8.59145 1.43233 -1.50032
H -8.58666 2.24094 -0.02946
H -8.34258 0.45707 -0.18201
H -4.88187 2.28946 0.38738
H -6.27859 2.63119 1.33170
H -5.74530 0.97466 1.03483
H -6.73665 0.98476 -2.56287
C 4.33205 -5.50212 1.96887
N 4.29670 -4.06196 1.96848
C 3.43866 -3.50898 0.93672
C 5.02125 -3.34805 2.82878
O 5.77396 -3.75098 3.69524
H 4.78059 -5.63933 0.98496
H 3.36276 -5.99641 1.90353
H 4.96926 -5.95791 2.72670
H 2.49079 -4.00463 0.72706
H 3.01776 -2.50974 1.04836
H 3.97183 -3.51437 -0.01395
H 4.91159 -2.25702 2.72963
C -3.92055 0.60120 5.26766
N -3.30237 0.28357 4.02784
C -4.16496 -0.28841 3.02298
C -2.02077 0.62179 3.75588
O -1.21256 1.09462 4.55049
H -4.28984 -0.27527 5.80012
H -4.64720 1.40820 5.17358
H -3.18023 0.97966 5.97249
H -3.60341 -0.57363 2.13337
H -4.54509 -1.27985 3.26923
H -5.06402 0.24472 2.71386
H -1.75800 0.43508 2.70314
C -6.07439 -1.76089 -0.63684
N -4.82139 -2.34855 -1.10781
C -3.66532 -2.37109 -0.19632
C -4.96239 -3.25932 -2.10253
O -4.08913 -3.91944 -2.58300
H -5.84579 -0.83692 -0.10570
H -6.58196 -2.39088 0.09363
H -6.77201 -1.40331 -1.39418
H -3.88341 -2.78575 0.78785
H -2.90673 -3.06477 -0.55889
H -3.07998 -1.45184 -0.17461
H -6.00874 -3.27801 -2.44459
C 3.04735 4.36786 -7.74774
N 3.57569 3.47577 -6.69561
C 2.51383 2.89290 -5.86017
C 4.89375 3.27462 -6.53772
O 5.43559 2.56683 -5.69208
H 2.42190 5.18303 -7.38387
H 2.54459 3.70936 -8.45608
H 3.85093 4.81826 -8.33040
H 1.61757 2.64674 -6.42957
H 2.83192 1.98605 -5.34584
H 2.23476 3.70354 -5.18706
H 5.53948 3.88721 -7.18575
C 6.35240 -2.16127 -0.98728
N 5.32837 -1.14860 -0.71218
C 4.30071 -1.04140 -1.70747
C 5.29769 -0.40325 0.39330
O 5.99016 -0.69137 1.36574
H 7.12644 -2.29021 -0.23075
H 6.67006 -1.93152 -2.00433
H 5.84480 -3.12579 -0.97458
H 3.34008 -0.57110 -1.49747
H 4.68987 -0.60597 -2.62782
H 4.02589 -2.03943 -2.04883
H 4.64184 0.48019 0.35317
```

7 unconnected molecules or ions with the total composition C27H54O13, computed with ωB97M-V/def2-TZVPD.

The value obtained for the LUMO energy is 0.4 eV. Its SMILES is CCOC(C)=O.CCOC(C)=O.CCOC(C)=O.CCOC(C)=O.CCOC(C)=O.CCOC(C)=O.CC(C)=O. For the frontier orbital gap, the calculation gives 10.22 eV. As for the relative energy (zero: lowest compared OMol25 entry of this formula, charge and spin): 1025.0 kJ/mol. As for the total energy: -2038.9596 Eh. The value obtained for the maximum force is 10.0 eV/A.

```
94
C27H54O13 ωB97M-V/def2-TZVPD
C 3.55152 0.46256 -1.67930
C 3.59014 0.46561 -3.17944
O 2.73105 1.36407 -3.76912
C 2.62267 1.50865 -5.03037
C 1.94058 2.74815 -5.48737
O 2.87396 0.61833 -5.86227
H 3.75836 1.44785 -1.17832
H 4.15279 -0.12833 -1.32125
H 2.60394 0.31483 -1.26256
H 4.78663 0.69347 -3.70353
H 3.54726 -0.51425 -3.56930
H 2.68117 3.40836 -5.00958
H 1.03755 2.68959 -4.94568
H 1.79276 2.46842 -6.47592
C -2.89900 -1.68054 3.05728
C -2.28523 -2.79968 1.91136
O -2.95607 -2.74102 0.75963
C -2.76481 -3.62318 -0.19919
C -3.74848 -3.37574 -1.30872
O -1.97340 -4.58767 -0.22784
H -2.57382 -0.66452 2.80380
H -2.21910 -2.04477 3.88144
H -3.92509 -1.96542 3.38134
H -1.24598 -2.55640 1.71511
H -2.41607 -3.79807 2.35779
H -4.74219 -3.01387 -0.85941
H -3.72861 -4.31098 -1.67243
H -3.30876 -3.00478 -2.13147
C -5.26697 0.54864 -1.95956
C -3.93781 1.40779 -2.12421
O -3.05618 0.68161 -3.05438
C -1.91156 1.21773 -3.44615
C -1.15135 0.28421 -4.36205
O -1.40015 2.24476 -3.05540
H -4.99646 -0.48177 -1.61114
H -5.62859 0.44167 -3.00176
H -6.04927 1.14665 -1.22191
H -3.93719 2.40067 -2.21291
H -3.50342 1.29418 -1.03705
H -0.82001 -0.57749 -3.74905
H -0.22433 0.72135 -4.56408
H -1.81236 0.26219 -5.25657
C 5.06775 -0.13396 6.04149
C 3.59203 0.03738 5.95068
O 3.04103 -0.85927 4.97090
C 1.77028 -0.91983 4.74109
C 1.40730 -1.85948 3.56034
O 0.90743 -0.35168 5.41291
H 5.35373 -1.21528 6.04635
H 5.65431 0.40308 6.94121
H 5.61060 0.16945 5.06202
H 3.24574 -0.08755 7.03796
H 3.29562 1.11703 5.81491
H 2.52737 -1.99145 3.09577
H 0.59776 -1.60919 3.01858
H 1.48639 -2.87771 3.96023
C -2.05146 2.40430 4.68639
C -2.32060 3.83117 4.32550
O -1.41268 4.08047 3.25527
C -1.37706 5.24004 2.50644
C -0.54477 5.22423 1.25070
O -2.19925 6.07524 2.76194
H -2.48694 1.74535 4.02398
H -2.36365 2.26208 5.72853
H -1.13805 1.98732 4.69315
H -3.32594 3.94059 3.83644
H -1.97462 4.31959 5.20714
H 0.47347 5.12736 1.70065
H -0.72137 6.03624 0.62075
H -0.78905 4.51127 0.62583
C 0.03321 -1.60869 -1.10538
C -0.66134 -0.41620 -0.61107
O 0.11089 0.10888 0.49878
C -0.26288 1.22052 1.18586
C 0.65015 1.52828 2.34907
O -1.31615 1.78756 0.97839
H 0.89722 -1.32715 -1.78481
H -0.66083 -2.24451 -1.55563
H 0.56180 -2.11167 -0.16126
H -0.74036 0.24203 -1.49308
H -1.61229 -0.81664 -0.19835
H 0.54960 2.60972 2.63635
H 1.81725 1.36255 2.10715
H 0.18899 0.94142 3.08387
C 1.74938 -2.57932 -4.94162
C 1.85345 -3.75138 -3.93847
C 3.06775 -4.66787 -3.93954
O 0.81530 -4.09278 -3.16621
H 1.14763 -1.70768 -4.46338
H 0.80082 -2.84030 -5.56101
H 2.59738 -2.31123 -5.37867
H 4.08713 -4.36243 -3.98213
H 2.86321 -5.42742 -4.70478
H 2.94922 -5.11533 -3.06968
```

12 unconnected molecules or ions with the total composition C27H55Cl18N5O5, computed with ωB97M-V/def2-TZVPD.

The value obtained for the LUMO energy is -0.4 eV. Its SMILES is ClC(Cl)(Cl)Cl.ClC(Cl)(Cl)Cl.CN(C)C=O.CN(C)C=O.CN(C)C=O.CN(C)C=O.CN(C)C=O.ClCCCl.ClCCCl.ClCCCl.ClCCCl.ClCCCl. For the frontier orbital gap, the calculation gives 8.68 eV. As for the relative energy (zero: lowest compared OMol25 entry of this formula, charge and spin): 0.0 kJ/mol. As for the total energy: -9995.1491 Eh. The value obtained for the maximum force is 4.6 eV/A.

```
110
C27H55Cl18N5O5 ωB97M-V/def2-TZVPD
Cl -3.58550 0.86587 3.73217
C -4.90977 1.83920 2.99739
Cl -5.62144 2.89609 4.19792
Cl -4.26878 2.70616 1.58430
Cl -6.14020 0.71466 2.43483
Cl -3.64952 -2.24682 2.14324
C -2.78410 -2.81580 3.55479
Cl -2.26725 -4.48106 3.33020
Cl -1.37964 -1.84028 3.88737
Cl -3.87348 -2.76750 4.98393
C 0.67877 -0.68508 0.64542
N 0.04995 0.59876 0.53938
C -1.22771 0.75417 1.19793
C 0.65545 1.62694 -0.08414
O 0.21615 2.76621 -0.16476
H 1.31829 -0.80607 1.52447
H 1.25002 -0.97573 -0.24004
H -0.05651 -1.48878 0.72300
H -1.90823 -0.04190 0.88258
H -1.12772 0.64974 2.27894
H -1.71278 1.69309 0.95126
H 1.58444 1.32488 -0.59215
C 2.23402 -3.91832 5.49929
N 1.96336 -4.23592 4.10858
C 1.99503 -5.62733 3.73449
C 1.61539 -3.29005 3.23214
O 1.32022 -3.50269 2.06443
H 3.26161 -4.09236 5.81882
H 1.60705 -4.56704 6.11813
H 1.92059 -2.89593 5.69832
H 1.21488 -5.97946 3.05980
H 2.91443 -5.95536 3.23851
H 1.93253 -6.23709 4.63589
H 1.55761 -2.28148 3.66468
C -5.03530 -0.99792 -3.17181
N -5.07155 -0.12545 -1.99970
C -4.08815 -0.43595 -0.99385
C -5.94457 0.88711 -1.88629
O -5.89126 1.74290 -1.01365
H -4.06871 -0.83134 -3.65333
H -5.78848 -0.73126 -3.90974
H -5.18623 -2.03030 -2.85484
H -3.14264 -0.70904 -1.46466
H -3.92759 0.34576 -0.25569
H -4.44525 -1.28881 -0.40316
H -6.71573 0.90185 -2.66956
C -3.05342 -4.78948 -1.46554
N -1.63141 -4.96417 -1.31003
C -1.07326 -4.18388 -0.20180
C -0.92568 -5.83421 -2.04400
O -1.41867 -6.59266 -2.86375
H -3.62245 -5.00318 -0.55716
H -3.48058 -5.48145 -2.18955
H -3.27196 -3.78242 -1.82801
H -1.25006 -3.12476 -0.38859
H -1.66855 -4.46205 0.67101
H -0.03820 -4.41048 0.03402
H 0.15915 -5.77403 -1.86492
C 3.78113 4.60079 -3.64249
N 2.36177 4.43683 -3.64932
C 1.65189 4.65563 -2.39908
C 1.72510 4.08919 -4.78521
O 2.27448 3.85447 -5.84323
H 4.25795 3.96073 -4.38402
H 4.18693 4.26774 -2.68087
H 4.16275 5.61348 -3.80494
H 2.04372 3.96759 -1.64591
H 1.90500 5.65818 -2.04358
H 0.58268 4.50399 -2.49262
H 0.62971 4.06463 -4.67197
Cl -1.17583 7.08904 1.28667
C -0.11797 5.67683 1.09987
C 0.11243 4.98951 2.42551
Cl -1.32085 4.18054 3.05979
H 0.84106 6.01708 0.70432
H -0.49664 5.01234 0.32460
H 0.45827 5.70957 3.16590
H 0.89490 4.23641 2.36759
Cl 3.68371 4.95275 2.42977
C 4.12725 3.24467 2.51564
C 3.13341 2.36413 1.77925
Cl 3.42217 0.65016 2.06676
H 4.14467 2.90590 3.54912
H 5.11228 3.17118 2.06374
H 3.12465 2.55485 0.70652
H 2.10225 2.54954 2.08318
Cl 2.38464 -1.94900 -1.68119
C 1.84310 -3.49090 -0.97466
C 2.56427 -3.92312 0.27512
Cl 4.31821 -3.88357 0.04716
H 1.87890 -4.22871 -1.77205
H 0.78971 -3.36103 -0.71135
H 2.29684 -4.94848 0.52763
H 2.31234 -3.31503 1.14203
Cl 3.81020 1.14376 -1.45230
C 4.26856 0.59019 -3.12591
C 5.45109 -0.34836 -2.94823
Cl 5.93179 -0.98563 -4.51837
H 4.50785 1.48294 -3.69306
H 3.42407 0.05318 -3.54574
H 5.14034 -1.22181 -2.38070
H 6.27877 0.16061 -2.46356
Cl -2.97349 2.50611 -3.85200
C -2.09447 2.31458 -2.31740
C -2.59945 3.33809 -1.31293
Cl -2.24151 5.01565 -1.88032
H -1.02323 2.35667 -2.48852
H -2.37146 1.29773 -2.04065
H -2.04025 3.18072 -0.38838
H -3.66230 3.20923 -1.12616
```